C7H15NO2 | ωB97M-V/def2-TZVPD

## Properties
HOMO-LUMO gap (spin up / spin down): 7.24 / 7.24 eV
total energy: -13084.3585 eV
charge: 0
HOMO (spin up / spin down): -7.311 / -7.311 eV

Last column: Löwdin charge in e.
Cartesian coordinates (Å):
C  0.0265  0.3027  1.9732  -0.20
C  1.1762  -1.2152  0.2521  -0.03
C  -0.1813  -0.6646  3.1481  -0.08
C  -0.0304  -0.3988  0.6400  -0.41
O  -1.2154  -0.9014  0.3396  -0.02
H  0.9921  0.8059  2.0719  0.12
H  -0.7529  1.0667  1.9801  0.11
H  1.3464  -1.9974  0.9998  0.09
H  2.0770  -0.5999  0.2191  0.08
H  1.0386  -1.7167  -0.7067  0.08
H  -1.1303  -1.1903  3.0444  0.08
H  -0.1944  -0.1111  4.0888  0.07
H  0.6185  -1.4054  3.2118  0.07
C  0.7522  0.2924  -2.5975  -0.04
C  -1.6030  0.4254  -2.0121  -0.02
N  -0.3308  0.8138  -1.7789  -0.20
C  -0.0442  1.5511  -0.5987  -0.39
O  -0.9117  2.2467  -0.0766  -0.02
H  1.0382  1.7564  -0.5264  0.14
H  -1.8158  -0.0066  -2.9817  0.08
H  0.7794  0.8404  -3.5415  0.10
H  0.6098  -0.7686  -2.8098  0.09
H  1.7002  0.4174  -2.0804  0.08
H  -2.3444  1.0766  -1.5678  0.08
H  -1.6003  -0.6198  -0.6906  0.13